No. 1
{
  "formula": "C4H13NOS2",
  "method": "ωB97M-V/def2-TZVPD",
  "total_charge": 0,
  "de_lowest_kj_mol": 142.4,
  "energy_ha": -1086.52707,
  "smiles": "CN[C@H](C)CSS.O",
  "homo_lumo_gap_ev": 9.13,
  "lumo_energy_ev": 0.435,
  "e_homo_ev": -8.70,
  "species": ["S", "S", "C", "C", "C", "N", "C", "H", "H", "H", "H", "H", "H", "H", "H", "H", "H", "H", "H", "H", "O"],
  "coordinates": [[2.235, 0.664, 1.774], [0.233, 0.911, 1.429], [-0.231, 0.304, -0.327], [-1.626, -0.260, -0.162], [-2.705, 0.550, 0.550], [-2.026, -0.414, -1.612], [-1.491, -1.626, -2.203], [2.839, 1.476, 0.857], [0.557, -0.417, -0.521], [-0.184, 1.165, -1.002], [-1.502, -1.266, 0.314], [-2.482, 1.629, 0.579], [-2.702, 0.225, 1.609], [-3.662, 0.351, 0.067], [-3.013, -0.404, -1.829], [-1.348, -1.394, -3.298], [-2.141, -2.533, -2.292], [-0.587, -1.928, -1.718], [2.093, -1.585, -1.222], [3.192, -0.840, -2.163], [2.420, -1.429, -2.104]],
  "atomic_forces_ev_per_a": [[0.4, -0.3, -0.6], [-0.3, 0.4, -0.7], [0.9, 1.2, 2.5], [-0.6, -1.1, -2.3], [1.0, 0.1, 1.0], [0.0, -0.8, 0.8], [-0.7, -0.2, -2.6], [-0.5, 0.0, 0.4], [-0.3, -0.1, -0.4], [-0.1, -0.4, 0.2], [-0.4, 0.6, -0.2], [-0.2, -0.3, -0.3], [-0.4, 0.2, -0.5], [0.0, 0.1, 0.3], [-0.1, 0.3, 0.7], [0.6, -0.3, 1.0], [0.0, 0.6, 0.8], [0.7, -0.1, -0.1], [0.6, 0.4, 0.5], [-0.6, -0.4, 0.8], [0.1, 0.0, -1.3]],
  "mulliken_charge": [-0.253, -0.052, -0.037, 0.526, -1.330, -0.451, -0.861, 0.143, -0.391, 0.393, 0.194, 0.288, 0.351, 0.408, 0.234, 0.275, 0.270, 0.292, 0.319, 0.307, -0.626]
}

No. 2
{
  "formula": "C35H69BClFMoN6OSi3",
  "method": "ωB97M-V/def2-TZVPD",
  "spin_multiplicity": 3,
  "total_charge": 0,
  "de_lowest_kj_mol": 54.7,
  "s2": 2.029,
  "energy_ha": -3300.59628,
  "homo_lumo_gap_ev": [8.38, 8.87],
  "lumo_energy_ev": [0.035, 0.232],
  "e_homo_ev": [-8.35, -8.64],
  "species": ["Mo", "C", "C", "C", "C", "N", "N", "B", "N", "N", "C", "C", "C", "C", "C", "C", "C", "C", "N", "N", "C", "C", "C", "C", "C", "C", "C", "C", "C", "C", "C", "C", "H", "H", "H", "H", "H", "H", "H", "H", "H", "H", "H", "H", "H", "H", "H", "H", "H", "H", "H", "H", "H", "H", "H", "H", "H", "H", "H", "H", "H", "H", "H", "H", "H", "H", "H", "H", "H", "H", "H", "H", "C", "O", "Si", "C", "C", "C", "Si", "C", "C", "C", "Si", "C", "C", "C", "H", "H", "H", "H", "H", "H", "H", "H", "H", "H", "H", "H", "H", "H", "H", "H", "H", "H", "H", "H", "H", "H", "H", "H", "H", "H", "H", "F", "Cl", "C", "H", "H"],
  "coordinates": [[-0.204, 0.076, -0.275], [-1.885, 0.107, 5.010], [-0.868, -0.450, 4.069], [-0.110, -1.581, 4.228], [0.659, -1.702, 3.065], [0.366, -0.690, 2.222], [-0.556, 0.080, 2.873], [-1.106, 1.431, 2.395], [-2.259, 1.215, 1.376], [-2.295, 0.252, 0.400], [-3.558, 0.225, -0.068], [-4.335, 1.122, 0.668], [-3.483, 1.742, 1.547], [-3.799, 2.834, 2.512], [-4.124, -0.451, -1.304], [-5.578, -0.857, -1.034], [-3.368, -1.672, -1.795], [-4.094, 0.605, -2.413], [0.012, 2.423, 2.011], [0.963, 2.262, 1.030], [1.856, 3.251, 1.222], [1.460, 4.042, 2.312], [0.309, 3.486, 2.793], [-0.465, 3.947, 3.985], [3.148, 3.635, 0.491], [2.932, 5.041, -0.098], [3.639, 2.713, -0.632], [4.264, 3.729, 1.546], [1.732, -2.792, 2.987], [2.171, -3.278, 1.608], [2.967, -2.264, 3.740], [1.212, -4.036, 3.726], [-2.015, -0.590, 5.836], [-2.848, 0.241, 4.519], [-1.581, 1.071, 5.418], [-0.108, -2.224, 5.089], [-1.638, 1.923, 3.333], [-5.382, 1.330, 0.550], [-4.814, 3.183, 2.329], [-3.118, 3.673, 2.382], [-3.730, 2.500, 3.548], [-5.653, -1.502, -0.157], [-5.961, -1.405, -1.896], [-6.223, 0.008, -0.884], [-3.357, -2.470, -1.060], [-2.344, -1.408, -2.046], [-3.850, -2.041, -2.703], [-4.642, 1.502, -2.121], [-4.543, 0.207, -3.326], [-3.066, 0.889, -2.621], [1.959, 4.906, 2.714], [-0.004, 4.859, 4.362], [-0.456, 3.207, 4.784], [-1.505, 4.164, 3.747], [2.149, 5.025, -0.856], [3.857, 5.388, -0.564], [2.649, 5.760, 0.671], [2.874, 2.024, -0.955], [4.514, 2.143, -0.323], [3.938, 3.303, -1.497], [4.047, 4.486, 2.298], [5.205, 3.994, 1.059], [4.402, 2.776, 2.061], [2.467, -2.479, 0.938], [1.388, -3.874, 1.140], [3.039, -3.929, 1.737], [3.408, -1.407, 3.232], [3.727, -3.046, 3.810], [2.700, -1.952, 4.750], [0.232, -4.326, 3.346], [1.137, -3.874, 4.800], [1.904, -4.866, 3.567], [2.926, -0.149, 0.650], [1.952, -0.185, -0.399], [2.150, -0.659, -2.037], [3.621, 0.149, -2.847], [2.668, -2.456, -1.864], [0.423, -0.211, -2.533], [-0.087, -1.562, -3.810], [-1.569, -1.208, -4.904], [1.317, -1.858, -5.054], [-0.430, -3.335, -3.248], [0.196, 1.520, -3.379], [1.084, 1.596, -5.054], [-1.546, 2.057, -3.848], [0.831, 3.061, -2.504], [3.812, -0.704, 0.338], [2.493, -0.584, 1.539], [3.185, 0.875, 0.874], [4.507, 0.030, -2.219], [3.494, 1.206, -3.069], [3.810, -0.377, -3.786], [3.664, -2.474, -1.411], [2.743, -2.974, -2.816], [2.004, -3.031, -1.225], [-1.456, -0.326, -5.527], [-2.500, -1.123, -4.346], [-1.657, -2.068, -5.573], [1.699, -0.957, -5.515], [0.922, -2.492, -5.852], [2.161, -2.391, -4.621], [-1.434, -3.469, -2.845], [0.286, -3.755, -2.547], [-0.374, -3.937, -4.160], [0.526, 1.083, -5.838], [2.101, 1.212, -5.052], [1.133, 2.652, -5.334], [-2.169, 1.320, -4.338], [-1.408, 2.887, -4.548], [-2.078, 2.441, -2.980], [0.843, 2.995, -1.422], [0.122, 3.852, -2.762], [1.811, 3.366, -2.870], [-0.979, 1.622, -1.132], [-1.537, -2.771, 1.061], [-0.479, -2.038, -0.206], [-0.705, -2.573, -1.109], [0.523, -2.314, 0.100]],
  "atomic_forces_ev_per_a": [[0.9, 0.0, -0.1], [0.0, 0.0, 0.0], [0.0, 0.0, 0.0], [0.0, 0.1, 0.0], [0.0, -0.1, -0.1], [0.0, 0.2, 0.0], [-0.1, -0.1, 0.1], [0.1, 0.0, -0.1], [-0.1, -0.1, 0.1], [-0.2, 0.2, -0.1], [0.2, -0.1, 0.0], [0.0, 0.1, 0.0], [0.0, 0.0, 0.0], [0.0, 0.0, 0.0], [-0.1, 0.0, 0.1], [0.0, -0.1, 0.0], [0.1, 0.0, 0.1], [0.0, 0.0, 0.0], [0.0, 0.0, 0.0], [0.1, 0.1, 0.2], [-0.1, -0.1, 0.0], [0.0, 0.0, 0.1], [-0.1, 0.0, 0.0], [0.0, 0.0, 0.0], [-0.1, 0.1, 0.0], [0.0, 0.0, 0.0], [-0.1, 0.0, 0.0], [0.0, 0.0, 0.0], [0.0, 0.1, 0.0], [-0.1, 0.0, 0.0], [0.0, 0.0, 0.0], [0.0, 0.0, 0.0], [0.0, 0.0, 0.0], [0.0, 0.0, 0.0], [0.0, 0.0, 0.0], [0.0, 0.0, 0.0], [0.0, 0.0, 0.0], [0.0, 0.0, 0.0], [0.0, 0.0, 0.0], [0.0, 0.0, 0.0], [0.0, 0.0, 0.0], [0.0, 0.0, 0.0], [0.0, 0.0, 0.0], [0.0, 0.0, 0.0], [0.0, -0.1, 0.1], [0.1, 0.0, 0.0], [0.0, 0.0, 0.0], [0.0, 0.0, 0.0], [0.0, 0.0, 0.0], [-0.2, -0.1, 0.1], [0.0, 0.0, 0.0], [0.0, 0.0, 0.0], [0.0, 0.0, 0.0], [0.0, 0.0, 0.0], [0.0, 0.0, 0.0], [0.0, 0.0, 0.0], [0.0, 0.0, 0.0], [-0.2, -0.1, -0.1], [0.0, -0.1, 0.0], [0.0, 0.0, -0.1], [0.0, 0.0, 0.0], [0.0, 0.0, 0.0], [0.0, 0.0, 0.0], [0.0, 0.0, 0.0], [-0.1, 0.0, -0.1], [0.0, 0.0, 0.0], [0.0, 0.0, 0.0], [0.0, 0.0, 0.0], [0.0, 0.0, 0.0], [0.0, 0.0, 0.0], [0.0, 0.0, 0.0], [0.0, 0.0, 0.0], [0.1, 0.0, 0.0], [-0.2, 0.3, 0.1], [-0.2, -0.1, -0.1], [-0.1, 0.1, 0.1], [-0.1, 0.1, 0.0], [-0.2, -0.2, 0.1], [0.2, 0.0, -0.1], [0.0, 0.1, 0.0], [0.0, 0.0, 0.1], [0.0, 0.1, 0.0], [-0.1, 0.0, 0.1], [-0.1, -0.1, 0.0], [0.1, 0.0, -0.1], [0.3, -0.1, 0.1], [0.0, 0.0, 0.0], [0.0, 0.0, 0.0], [0.0, 0.1, 0.0], [0.0, 0.0, 0.0], [0.0, 0.1, 0.0], [0.0, 0.0, 0.0], [0.0, 0.0, 0.0], [0.0, 0.0, 0.0], [0.0, 0.0, 0.0], [0.0, 0.1, -0.1], [0.0, 0.1, 0.0], [0.0, 0.0, 0.0], [0.1, 0.2, -0.1], [0.0, 0.0, 0.0], [0.0, 0.0, 0.0], [0.0, 0.0, 0.1], [0.1, 0.0, 0.1], [0.0, 0.0, 0.0], [0.0, -0.1, -0.1], [0.1, 0.0, 0.0], [0.0, 0.0, 0.0], [0.0, -0.1, -0.1], [0.0, 0.0, 0.0], [0.1, 0.1, -0.1], [0.1, 0.0, 0.0], [0.0, 0.0, 0.0], [0.1, 0.1, 0.0], [0.0, -0.2, 0.1], [-0.1, 0.0, -0.2], [-0.4, 0.0, 0.1], [-0.1, 0.1, -0.2], [0.2, 0.0, 0.0]],
  "mulliken_charge": [-0.089, -1.372, 0.359, -0.978, -0.266, 0.297, 0.672, -1.599, 0.861, 0.328, -0.635, -0.994, 0.425, -1.435, 2.945, -1.959, -1.696, -1.510, 0.250, 0.670, -0.520, -1.187, 0.329, -1.401, 2.925, -1.857, -0.775, -1.914, 2.497, -1.275, -1.764, -2.202, 0.468, 0.191, 0.127, 0.509, -0.375, 0.485, 0.478, 0.174, 0.199, 0.393, 0.460, 0.358, 0.532, -0.549, 0.575, 0.448, 0.529, -0.441, 0.579, 0.448, 0.194, 0.135, 0.302, 0.545, 0.382, -0.769, 0.327, 0.595, 0.384, 0.482, 0.315, -0.325, 0.372, 0.684, 0.250, 0.459, 0.400, 0.402, 0.465, 0.449, -0.533, 1.871, -0.649, -1.063, -0.778, 2.301, 0.600, -1.286, -1.189, -1.600, 1.039, -1.271, -1.975, -1.227, 0.636, -0.531, -0.606, 0.431, 0.222, 0.398, 0.439, 0.473, -0.109, 0.360, 0.195, 0.440, 0.334, 0.429, 0.320, 0.358, 0.390, 0.553, 0.356, 0.301, 0.430, 0.448, 0.499, 0.486, -0.069, 0.770, 0.348, -0.990, -0.189, 2.286, -0.711, -1.701]
}

No. 3
{
  "formula": "C4H4O",
  "method": "ωB97M-V/def2-TZVPD",
  "total_charge": 0,
  "de_lowest_kj_mol": 419.7,
  "energy_ha": -229.86808,
  "homo_lumo_gap_ev": 10.11,
  "lumo_energy_ev": 0.959,
  "e_homo_ev": -9.15,
  "species": ["C", "C", "O", "C", "C", "H", "H", "H", "H"],
  "coordinates": [[-1.194, 0.331, 0.042], [0.081, -0.359, -0.315], [0.593, -1.296, 0.506], [1.083, 0.099, -1.252], [1.649, -0.298, -0.076], [-1.391, 1.157, -0.644], [-1.146, 0.694, 1.074], [-2.014, -0.394, -0.018], [2.339, 0.066, 0.682]],
  "atomic_forces_ev_per_a": [[0.0, 0.0, 0.0], [-0.7, 0.5, -0.3], [0.6, 0.3, -0.2], [0.0, -0.3, 0.4], [0.0, -0.2, 0.3], [0.1, -0.2, 0.1], [0.0, -0.1, -0.1], [0.1, 0.1, 0.0], [-0.2, -0.1, -0.2]],
  "mulliken_charge": [-0.932, 0.866, -0.388, -0.716, -0.001, 0.305, 0.299, 0.281, 0.286]
}